{
  "formula": "C33H51GeMnN3O2P2",
  "method": "ωB97M-V/def2-TZVPD",
  "s_squared": 8.755,
  "largest_force_ev_per_a": 1.576,
  "e_above_lowest_ev": 0.676,
  "homo_ev": [-12.7, -12.7],
  "e_tot_ev": -150019.02740,
  "multiplicity": 6,
  "total_charge": 2,
  "elements": ["Mn", "C", "P", "C", "C", "C", "P", "C", "C", "H", "H", "H", "H", "H", "H", "H", "H", "H", "H", "H", "H", "H", "H", "H", "H", "N", "C", "C", "C", "N", "C", "C", "N", "C", "H", "H", "H", "H", "H", "H", "H", "H", "H", "H", "H", "H", "H", "H", "H", "H", "O", "C", "O", "C", "C", "Ge", "C", "C", "C", "C", "C", "C", "C", "C", "C", "C", "C", "C", "C", "C", "C", "C", "C", "C", "H", "H", "H", "H", "H", "H", "H", "H", "H", "H", "H", "H", "H", "H", "H", "H", "H", "H", "H"],
  "positions_angstrom": [[0.64490, 0.42321, 0.42246], [1.16620, -0.88925, 4.25326], [1.56566, -0.00776, 2.70990], [1.78370, 1.71560, 3.27789], [3.30811, -0.53620, 2.42664], [3.93951, 0.17530, 1.21931], [3.00130, -0.09100, -0.34312], [3.63479, -1.71355, -0.89560], [3.83889, 1.06231, -1.48099], [1.91176, -0.63185, 5.00493], [1.17740, -1.96698, 4.08962], [0.17916, -0.59991, 4.61619], [2.55350, 1.76878, 4.04939], [0.83980, 2.07168, 3.69510], [2.05194, 2.36951, 2.44658], [3.31285, -1.61836, 2.27752], [3.87807, -0.33016, 3.33063], [4.96357, -0.16407, 1.06288], [3.97756, 1.25201, 1.39689], [4.72347, -1.67025, -0.93045], [3.26096, -1.94674, -1.89380], [3.33014, -2.51070, -0.21677], [4.91920, 0.96438, -1.37010], [3.54125, 2.08889, -1.26563], [3.57223, 0.83297, -2.51479], [-3.05565, 0.49157, -0.33449], [-3.33784, -0.52642, -1.39583], [-2.60631, -0.17412, -2.69090], [-1.08945, -0.45279, -2.70183], [-0.28924, 0.52292, -1.90189], [-0.78427, -1.87152, -2.21217], [-1.45324, -2.24510, -0.88880], [-0.72348, -1.60899, 0.25557], [-2.95794, -1.92965, -0.93249], [-3.44703, 1.40375, -0.55638], [-2.07529, 0.63346, -0.21191], [-3.41766, 0.23764, 0.59795], [-4.41203, -0.47670, -1.55316], [-2.80475, 0.86872, -2.96366], [-3.04114, -0.78666, -3.48100], [-0.78004, -0.39333, -3.74403], [-0.53562, 1.48031, -2.14130], [0.67565, 0.43694, -2.19925], [0.30137, -1.99230, -2.11424], [-1.11379, -2.58024, -2.97576], [-1.38480, -3.32590, -0.77644], [0.11380, -2.15693, 0.41242], [-1.27161, -1.71566, 1.10678], [-3.43109, -2.14805, 0.03070], [-3.39133, -2.62342, -1.65386], [0.58984, 2.57825, 0.07602], [-0.45484, 2.75357, 0.77249], [-1.08819, 1.74574, 1.20340], [-0.96130, 4.12949, 1.09702], [-2.42161, 4.22290, 1.59238], [-3.02438, 3.20902, 3.18503], [-4.46989, 4.28436, 3.97065], [-5.00458, 5.41632, 3.35254], [-6.00720, 6.15872, 3.97410], [-6.47695, 5.78024, 5.22381], [-5.95021, 4.65623, 5.85376], [-4.95304, 3.91558, 5.23118], [-1.67708, 3.21645, 4.59508], [-0.86150, 4.34034, 4.74194], [0.01311, 4.44573, 5.81793], [0.06042, 3.43965, 6.77778], [-0.76397, 2.32830, 6.65609], [-1.62356, 2.21655, 5.56881], [-3.85605, 1.42360, 3.00885], [-3.12547, 0.22790, 3.10269], [-3.76824, -1.00899, 3.16126], [-5.15790, -1.07549, 3.11345], [-5.89502, 0.09660, 3.00228], [-5.25000, 1.33273, 2.95921], [-0.83442, 4.74116, 0.20312], [-0.26004, 4.52746, 1.83811], [-3.10395, 3.96478, 0.77616], [-2.61318, 5.26860, 1.83876], [-4.65271, 5.72920, 2.37358], [-6.41589, 7.03352, 3.47984], [-7.25129, 6.36201, 5.71030], [-6.30934, 4.36248, 6.83364], [-4.55010, 3.04065, 5.73744], [-0.92478, 5.16115, 4.02975], [0.64189, 5.32378, 5.91820], [0.72021, 3.53660, 7.63164], [-0.75051, 1.55752, 7.41955], [-2.27191, 1.34580, 5.48805], [-2.04509, 0.27622, 3.15093], [-3.19024, -1.92547, 3.28083], [-5.66335, -2.03129, 3.19074], [-6.97746, 0.05208, 2.97555], [-5.84158, 2.23994, 2.89719]]
}


{
  "formula": "C33H51N3NaO4PS2SbSi3",
  "method": "ωB97M-V/def2-TZVPD",
  "largest_force_ev_per_a": 2.542,
  "homo_ev": -4.5,
  "e_tot_ev": -113258.84057,
  "multiplicity": 1,
  "total_charge": -1,
  "elements": ["Na", "N", "C", "C", "C", "C", "C", "C", "S", "O", "O", "N", "C", "S", "C", "C", "N", "H", "H", "H", "H", "H", "H", "H", "H", "C", "Si", "C", "C", "Sb", "Si", "C", "C", "C", "Si", "C", "C", "C", "H", "H", "H", "H", "H", "H", "H", "H", "H", "H", "H", "H", "H", "H", "H", "H", "H", "H", "H", "H", "H", "H", "H", "H", "H", "H", "H", "C", "P", "C", "C", "C", "C", "C", "C", "C", "C", "C", "C", "C", "C", "H", "H", "H", "H", "H", "H", "H", "H", "H", "H", "H", "H", "H", "C", "O", "C", "O", "H", "H", "H"],
  "positions_angstrom": [[-0.76540, 0.16790, -1.02760], [3.22280, -3.12160, 4.06700], [2.56050, -2.93670, 2.87010], [2.40950, -3.99190, 1.96830], [1.88800, -3.75400, 0.71250], [1.47320, -2.48460, 0.35060], [1.55170, -1.44370, 1.25760], [2.09950, -1.66930, 2.50730], [1.17720, -2.24820, -1.39530], [2.47200, -2.49770, -1.98750], [0.69590, -0.88610, -1.62440], [0.17590, -3.37900, -1.86140], [-1.11880, -3.18330, -1.77080], [-2.16290, -4.56820, -2.15660], [-3.53930, -3.55480, -1.83030], [-3.12760, -2.31900, -1.47600], [-1.78450, -2.12090, -1.43230], [3.32150, -4.06520, 4.40170], [3.07380, -2.42290, 4.77500], [2.73370, -4.98580, 2.24230], [1.81180, -4.54430, -0.01770], [1.17620, -0.46320, 0.99440], [2.19410, -0.85160, 3.20840], [-4.52850, -3.95170, -1.92720], [-3.75930, -1.48320, -1.22350], [5.53310, -2.29770, -3.03110], [5.68640, -0.87520, -1.75600], [7.21900, 0.18830, -2.27810], [6.23450, -1.69650, -0.10140], [3.39660, 0.14350, -1.10630], [2.73680, 0.78580, -3.50770], [1.23190, 1.97480, -3.52550], [2.26720, -0.67920, -4.64230], [4.16310, 1.74420, -4.41410], [4.22880, 2.47620, -0.31530], [2.84850, 3.81090, -0.28780], [4.46510, 2.04600, 1.54450], [5.84100, 3.43840, -0.75150], [6.23280, -3.10650, -2.83930], [5.68190, -1.96620, -4.05430], [4.53120, -2.70220, -2.95060], [8.12720, -0.40490, -2.34650], [7.39320, 0.96960, -1.54730], [7.06830, 0.67370, -3.23680], [7.05290, -2.40370, -0.20920], [5.38800, -2.23100, 0.32380], [6.54390, -0.94380, 0.61870], [0.33730, 1.43700, -3.22260], [1.05210, 2.39510, -4.51180], [1.36250, 2.79990, -2.83230], [1.52230, -1.27820, -4.13140], [3.11060, -1.33070, -4.84400], [1.85020, -0.35930, -5.59430], [4.47890, 2.59770, -3.82170], [3.85210, 2.11090, -5.38760], [5.02940, 1.10610, -4.56000], [1.86950, 3.33950, -0.25270], [2.88110, 4.44460, -1.16930], [2.93040, 4.45760, 0.58220], [3.50800, 1.76220, 1.97650], [4.87220, 2.86090, 2.13780], [5.13420, 1.19610, 1.65400], [5.91570, 3.62480, -1.81740], [6.71700, 2.87020, -0.45630], [5.88520, 4.39730, -0.24250], [-0.65290, 0.42600, 5.30310], [-0.45010, 0.39070, 3.44060], [-1.90210, 1.46270, 3.11270], [-3.20590, 1.09090, 3.41240], [-4.24570, 1.96970, 3.18000], [-3.99000, 3.22420, 2.65200], [-2.69210, 3.60260, 2.35900], [-1.65010, 2.72570, 2.59400], [-1.14440, -1.28070, 3.13730], [-1.98710, -1.51810, 2.05630], [-2.44840, -2.79790, 1.80650], [-2.04500, -3.85990, 2.59900], [-1.17130, -3.63710, 3.64890], [-0.72640, -2.35680, 3.91600], [0.16090, -0.10420, 5.79300], [-1.60270, -0.01480, 5.59710], [-0.62630, 1.46630, 5.62140], [-3.41400, 0.10500, 3.80830], [-5.26430, 1.66890, 3.39170], [-4.80720, 3.90430, 2.45400], [-2.49450, 4.56760, 1.91580], [-0.63880, 2.99610, 2.33490], [-2.27860, -0.69310, 1.41710], [-3.12200, -2.97120, 0.98150], [-2.40710, -4.85730, 2.39680], [-0.84740, -4.46170, 4.27080], [-0.04840, -2.19090, 4.74170], [-4.54870, 1.76130, -0.87970], [-3.16400, 1.78320, -1.05910], [-2.44320, 1.39600, 0.13200], [-1.23830, 1.66400, -0.00470], [-4.95520, 2.77070, -1.00190], [-4.78130, 1.41090, 0.13330], [-5.02630, 1.10400, -1.61150]]
}